[1]
A cluster of 16 separate species, C3H37O16 in total at a distorted geometry. Source: the Open Molecules 2025 dataset; level of theory: ωB97M-V/def2-TZVPD.

```
56
Properties=species:S:1:pos:R:3:forces:R:3:lowdin_charge:R:1
C -4.340000 15.690000 36.330000 -0.1 0.5 1.8 -0.06
C -3.514000 14.487000 35.913000 -3.3 -0.7 -1.8 -0.43
C -3.903000 13.192000 36.757000 1.6 1.5 0.1 -0.05
O -3.976000 14.285000 34.551000 1.4 -1.1 1.6 -0.40
H -5.422000 15.529000 36.223000 0.3 -0.3 -0.7 0.06
H -4.093000 16.701000 35.893000 0.1 -1.2 0.6 0.10
H -4.309000 15.649000 37.420000 0.4 1.1 0.5 0.07
H -2.455000 14.697000 35.957000 0.5 -0.1 0.2 0.11
H -3.350000 12.342000 36.428000 0.8 -0.5 -0.4 0.03
H -4.898000 12.867000 36.700000 -1.8 0.3 -0.6 0.04
H -3.740000 13.231000 37.814000 0.6 0.6 0.9 0.07
O -1.530000 10.795000 38.171000 0.5 -0.1 1.0 -0.08
H -2.301000 10.551000 37.671000 -0.2 -0.1 -0.7 -0.03
H -1.059000 11.474000 37.671000 -0.3 0.0 0.3 -0.02
O -2.713000 9.748000 35.792000 1.7 -0.3 1.4 -0.03
H -3.292000 10.330000 35.334000 -1.5 0.6 -1.2 -0.02
H -3.022000 8.852000 35.863000 -0.6 -0.2 -0.4 0.04
O 0.613000 14.879000 34.888000 -0.2 -0.1 -1.9 -0.02
H 0.106000 14.406000 35.520000 -0.7 -0.8 1.0 -0.03
H 1.305000 15.312000 35.343000 0.9 0.9 0.8 0.02
O -6.649000 14.251000 34.080000 -2.7 0.6 -0.9 -0.03
H -6.747000 13.355000 34.346000 -0.5 -1.6 0.0 -0.02
H -5.843000 14.448000 34.488000 2.8 0.8 0.6 -0.06
O -7.047000 17.239000 34.710000 -1.0 2.4 -1.8 -0.02
H -7.901000 17.536000 34.323000 0.9 -0.4 0.4 0.09
H -7.281000 16.682000 35.406000 -0.5 -1.7 1.7 0.01
O -1.584000 12.734000 34.072000 1.9 -0.2 0.7 -0.02
H -1.684000 11.915000 33.599000 -0.5 -0.2 -0.4 0.05
H -2.439000 13.083000 34.288000 -1.5 0.4 -0.2 -0.03
O -4.773000 11.562000 34.579000 0.5 0.5 0.9 -0.11
H -4.419000 12.508000 34.778000 -1.0 -1.3 -0.9 0.03
H -5.283000 11.267000 35.366000 0.4 0.6 -0.9 -0.01
O -6.113000 10.587000 36.976000 0.8 0.3 -1.7 -0.02
H -6.843000 10.537000 37.553000 -0.8 -0.5 1.5 0.04
H -5.276000 10.344000 37.367000 0.0 -0.1 0.6 0.06
O -5.001000 16.511000 33.247000 1.7 0.7 -2.6 -0.04
H -5.781000 16.844000 33.615000 -1.9 0.6 0.9 -0.04
H -4.634000 15.946000 33.899000 0.9 -1.7 0.9 -0.04
O -0.203000 12.944000 36.868000 -0.5 -0.1 0.2 -0.03
H 0.698000 12.696000 36.749000 1.6 0.1 0.3 0.05
H -0.554000 12.366000 36.190000 -1.1 0.1 -1.0 0.03
O -3.922000 13.302000 32.130000 0.1 -0.1 -0.5 -0.08
H -4.460000 13.843000 31.548000 -0.1 0.0 0.0 0.03
H -4.041000 13.702000 33.015000 0.1 0.0 0.0 -0.03
O -3.563000 18.781000 33.937000 0.6 2.0 0.3 -0.06
H -3.802000 17.888000 33.798000 -0.6 -2.2 -0.1 -0.05
H -3.712000 19.109000 33.050000 0.1 0.4 -0.2 0.03
O -0.301000 17.573000 34.799000 1.4 -1.2 0.0 -0.06
H -0.942000 18.188000 35.060000 -1.5 1.6 0.4 -0.02
H -0.803000 16.751000 34.732000 0.3 -0.1 -0.5 -0.01
O -7.962000 11.980000 35.281000 -0.4 0.0 0.4 -0.05
H -7.483000 11.780000 36.098000 0.0 0.2 -0.4 0.00
H -8.545000 12.723000 35.495000 0.3 -0.1 -0.1 0.05
O -2.048000 15.829000 33.130000 1.4 2.0 0.0 -0.02
H -2.592000 15.749000 32.365000 -0.8 -0.4 -0.6 0.03
H -2.161000 15.062000 33.651000 -0.6 -1.5 0.5 -0.03
```
Forces are in eV/Å.

Calculated values
E_HOMO (eV): -5.66
Charge: -1
Relative energy (zero: lowest compared OMol25 entry of this formula, charge and spin) (kcal/mol): 76.61
Orbital gap (eV): 7.66
E_LUMO (eV): 1.998

[2]
A cluster of 16 separate species, C3H37O16 in total at a distorted geometry. Source: the Open Molecules 2025 dataset; level of theory: ωB97M-V/def2-TZVPD.

```
56
Properties=species:S:1:pos:R:3:forces:R:3:lowdin_charge:R:1
C -0.955685 -0.288381 0.199142 -0.4 -0.7 0.7 -0.04
C 0.119377 0.034125 1.274691 0.6 -0.2 -0.7 -0.47
C 0.196378 -0.890636 2.520208 -0.3 0.9 -1.6 -0.03
O 1.413228 0.102849 0.612911 -1.8 -0.3 0.7 -0.36
H -1.151694 0.516818 -0.514558 0.1 0.5 0.8 0.05
H -1.927622 -0.596570 0.635386 0.4 0.2 -0.2 0.11
H -0.615526 -1.078857 -0.453722 0.1 -0.6 0.0 0.05
H -0.213633 1.013492 1.643924 0.4 0.3 0.3 0.10
H -0.669787 -0.826996 3.113036 -1.8 -0.5 0.2 0.07
H 0.872854 -0.585072 3.274131 1.5 0.8 0.2 0.05
H 0.455371 -1.872694 2.202484 -0.3 -1.1 0.0 0.06
O -3.360953 1.989589 -0.637913 -0.3 -0.1 0.1 -0.09
H -3.461691 1.118130 -1.066328 -0.3 -0.1 0.3 -0.02
H -2.815652 2.465904 -1.269479 0.3 0.6 -0.2 -0.01
O 2.255565 0.262762 -2.198796 1.5 -0.1 -2.4 -0.05
H 1.927213 0.367756 -1.332724 -0.5 0.1 2.2 -0.05
H 3.232976 0.322931 -2.171381 -1.0 0.0 0.4 0.05
O 4.214661 0.191664 0.434403 0.3 0.2 -0.6 -0.05
H 3.267075 0.211812 0.592559 -0.9 0.5 0.0 -0.03
H 4.434901 -0.563793 0.958979 0.6 -0.8 0.5 0.00
O -1.482919 3.691018 -1.801579 -0.7 0.4 -0.5 -0.06
H -0.788070 3.244662 -1.306608 0.7 -0.3 0.5 -0.01
H -1.241779 3.626681 -2.727442 0.1 0.0 -0.1 0.04
O 3.026103 -2.257595 2.796309 2.1 -0.9 0.8 -0.02
H 2.275726 -2.024704 2.314396 -1.9 0.5 -1.6 -0.06
H 2.986157 -1.654273 3.526969 0.2 0.4 0.7 0.03
O -3.736462 -0.399715 -1.723826 -0.1 1.7 0.0 -0.04
H -3.132059 -1.121113 -1.583872 0.2 -1.5 -0.1 -0.01
H -4.622392 -0.701390 -1.846381 -0.5 -0.6 -0.1 0.05
O -2.023688 3.126563 1.541441 0.6 0.6 1.0 -0.03
H -2.666459 3.088676 0.855836 -1.0 0.1 -1.4 0.00
H -2.020158 2.212616 1.787412 0.2 -0.9 0.5 0.02
O 1.502643 -2.447249 -0.293371 0.7 -3.7 -0.9 -0.02
H 1.335834 -1.568354 -0.102389 -0.8 4.2 1.1 -0.05
H 2.437356 -2.388736 -0.499212 0.3 -0.3 -0.1 0.08
O -2.388064 -2.732973 -1.732720 -2.5 0.5 -0.3 -0.05
H -1.566409 -2.523795 -2.127221 1.6 0.2 -1.2 -0.03
H -2.145882 -3.203712 -0.951272 0.3 -0.6 1.1 -0.01
O -1.269332 0.341419 -3.055264 -1.3 -0.6 -1.3 -0.01
H -0.621753 1.006368 -3.148174 1.3 1.1 -0.1 0.01
H -1.182772 0.038843 -2.171704 0.2 -0.4 1.0 -0.04
O 0.050812 -2.731569 -2.827346 -0.3 0.8 0.1 -0.02
H 0.549077 -2.834904 -2.017744 0.7 0.1 0.5 0.01
H 0.296876 -3.445447 -3.388448 0.2 -0.8 -0.7 0.04
O 0.506427 2.485875 -0.342879 0.0 0.4 -0.8 -0.05
H 1.400128 2.601866 -0.700905 -0.3 -0.1 0.3 0.08
H 0.498123 1.593145 0.035364 0.6 0.1 -0.3 -0.01
O 0.645042 3.802727 2.168305 -0.3 -0.3 0.1 -0.12
H 1.208783 3.001231 2.202584 -0.2 0.9 0.2 -0.04
H -0.189506 3.516585 1.747820 0.5 0.4 0.2 -0.03
O 2.354253 1.792017 2.356331 0.4 -0.5 1.0 -0.08
H 1.786991 1.223946 1.781819 0.9 -0.3 -0.3 -0.01
H 2.653756 1.200187 3.073982 -0.3 0.6 -0.6 0.06
O -0.935969 -3.732680 0.208319 -0.6 -0.2 0.6 -0.03
H -0.183947 -3.156523 0.126567 0.7 0.8 0.1 -0.01
H -0.533824 -4.564525 0.007951 0.1 -1.1 -0.1 0.05
```
Forces are in eV/Å.

Calculated values
E_HOMO (eV): -6.46
Charge: -1
Relative energy (zero: lowest compared OMol25 entry of this formula, charge and spin) (kcal/mol): 43.96
Orbital gap (eV): 8.80
E_LUMO (eV): 2.338

[3]
A cluster of 16 separate species, C3H38NO16 in total at a distorted geometry. Source: the Open Molecules 2025 dataset; level of theory: ωB97M-V/def2-TZVPD.

```
58
Properties=species:S:1:pos:R:3:forces:R:3:lowdin_charge:R:1
C 1.314769 1.539705 1.005340 0.4 1.3 0.3 -0.27
C 0.118170 1.493208 1.968098 0.3 -0.7 0.2 -0.16
C -0.328396 0.016724 2.057236 -0.2 0.9 -0.3 -0.30
O -1.126331 -0.319427 0.937545 0.1 0.1 0.3 -0.33
N 1.577813 2.842782 0.319686 -0.8 -0.6 -0.5 -0.01
H 1.323785 0.700630 0.310396 -0.3 0.2 -0.3 0.10
H 2.212207 1.423972 1.621454 -0.2 -0.5 0.2 0.10
H 0.490883 1.873384 2.925094 -0.2 -0.2 0.2 0.11
H -0.767899 2.100891 1.767517 0.2 0.1 -0.7 0.09
H -0.903939 -0.124743 2.978847 0.2 -0.3 0.1 0.11
H 0.583656 -0.584476 2.047876 -0.1 -0.3 0.4 0.11
H 0.959907 3.523694 0.746499 0.2 0.2 0.0 0.06
H 1.289108 2.753248 -0.670659 0.3 0.2 0.6 0.04
H -0.693800 -2.838830 -2.529645 0.0 -0.2 0.2 0.03
H -1.378975 -2.681220 -1.122922 0.3 -0.1 -0.1 0.00
O -1.451945 -2.445204 -2.087262 -0.3 0.2 -0.4 -0.07
H 2.259685 1.644105 -2.531717 0.0 0.0 -0.2 0.01
H 0.886783 1.118222 -1.989135 0.1 0.1 -0.4 -0.01
O 1.337570 1.892050 -2.370908 -0.2 0.1 0.0 -0.07
H -0.690480 0.224123 -0.820966 0.1 -0.5 0.2 0.03
H -0.968783 -0.842572 -1.919462 -0.1 0.1 0.0 0.03
O -0.531117 0.036442 -1.766874 0.2 -0.1 0.2 -0.11
H -2.632426 -1.219782 2.037952 0.1 -0.4 0.2 0.00
H -3.900071 -0.921405 2.666486 -0.1 -0.4 0.7 0.01
O -3.290371 -1.678941 2.606976 0.4 0.7 -0.8 -0.08
H 3.387897 -0.045728 -2.910273 0.2 0.1 -0.4 0.01
H 3.895324 0.945762 -1.914933 0.7 0.1 -0.4 -0.02
O 3.950101 0.748290 -2.888339 -0.7 -0.5 0.6 -0.10
H -1.683818 3.949799 0.311514 0.0 -0.2 -0.1 0.01
H -3.103845 3.371057 0.441297 0.5 -0.1 0.2 0.00
O -2.572921 4.166124 0.599924 -0.3 0.5 0.1 -0.08
H 4.589029 -1.486265 -0.690039 0.2 0.1 0.1 0.05
H 3.544316 -1.644286 0.379413 0.0 -0.2 0.2 0.04
O 4.478007 -1.427466 0.268689 -0.3 0.0 -0.2 -0.05
H -1.120390 1.069511 -3.635079 0.0 -0.1 0.0 0.01
H -1.980115 1.919305 -2.780614 0.0 0.0 -0.1 0.01
O -2.000111 1.459658 -3.627737 -0.2 0.4 -0.1 -0.07
H -3.369763 1.606866 3.077470 0.1 0.0 -0.3 0.05
H -3.847049 0.854249 1.795097 0.1 0.8 0.2 0.01
O -4.062341 1.038350 2.730382 -0.4 -0.4 -0.1 -0.07
H 3.895400 0.648880 0.379853 0.1 0.0 0.0 0.03
H 3.489805 2.106503 -0.069366 -0.3 0.0 0.2 0.03
O 3.962818 1.298568 -0.327207 0.3 0.4 0.1 -0.06
H -2.964221 1.437274 -0.718309 0.0 -0.4 0.0 0.04
H -2.098175 0.761269 0.480789 -0.5 0.0 -0.1 0.01
O -2.876510 1.394385 0.239186 0.1 0.0 -0.1 -0.12
H 0.411541 -4.056613 0.047276 -0.2 0.1 -0.1 0.00
H 1.341680 -3.802928 -1.125090 0.0 0.0 -0.1 0.00
O 0.949248 -4.518974 -0.612476 0.2 0.1 0.0 -0.07
H -1.129690 -1.709510 0.705723 0.7 -0.5 -0.4 0.02
H -2.034687 -2.942153 0.748357 0.2 -0.5 -0.1 0.06
O -1.120234 -2.770086 0.468384 -1.0 0.8 0.4 -0.15
H 1.359855 -1.620946 -3.586352 0.0 0.1 0.1 0.06
H 0.999792 -0.984050 -2.217803 -0.1 -0.2 -0.2 0.01
O 1.564517 -1.660042 -2.646337 0.3 0.0 0.2 -0.06
H -0.240103 -3.905312 2.746612 0.1 0.0 -0.1 0.03
H -1.100248 -2.696237 2.995988 0.2 0.1 0.1 0.00
O -0.204916 -3.031833 3.146543 -0.2 -0.1 0.4 -0.06
```
Forces are in eV/Å.

Calculated values
E_HOMO (eV): -7.07
Charge: -1
Relative energy (zero: lowest compared OMol25 entry of this formula, charge and spin) (kcal/mol): 0.00
Orbital gap (eV): 9.46
E_LUMO (eV): 2.393

[4]
A structure of composition C3H3AgO2 at a distorted geometry. Source: the Open Molecules 2025 dataset; level of theory: ωB97M-V/def2-TZVPD.

```
9
Properties=species:S:1:pos:R:3:forces:R:3:lowdin_charge:R:1
C 0.138473 -0.669444 0.790668 0.9 2.6 2.0 0.33
C -0.091077 -1.877104 0.301198 -1.0 -3.2 -1.7 0.28
H -0.449567 -2.685751 0.951080 0.3 -0.1 0.0 0.16
H 0.228492 -0.278979 1.806505 -0.2 0.2 -0.1 0.14
H -0.009834 -2.095532 -0.767853 0.0 -0.1 0.0 0.15
O -0.205938 2.168091 -0.691888 1.4 -3.0 1.4 0.04
C 0.628651 1.319304 -0.655394 2.5 3.4 -3.1 -0.37
O 1.683500 0.958193 -1.000915 -1.5 -1.5 1.6 0.31
Ag -1.922701 3.161222 -0.733403 -2.5 1.6 -0.1 0.96
```
Forces are in eV/Å.

Calculated values
Multiplicity: 3
E_HOMO (alpha / beta) (eV): -20.67 / -20.65
Charge: +2
Relative energy (zero: lowest compared OMol25 entry of this formula, charge and spin) (kcal/mol): 36.01
Orbital gap (alpha / beta) (eV): 10.59 / 6.34
E_LUMO (alpha / beta) (eV): -10.078 / -14.318
⟨S²⟩: 2.01

[5]
A structure of composition C3H3AlO9 at a distorted geometry. Source: the Open Molecules 2025 dataset; level of theory: ωB97M-V/def2-TZVPD.

```
16
Properties=species:S:1:pos:R:3:forces:R:3:lowdin_charge:R:1
Al 1.269344 0.506184 -0.017819 -0.1 -0.1 0.0 1.07
O 1.791284 -1.608246 4.097151 1.0 -2.4 6.1 0.15
C 1.513814 -1.155376 2.976541 0.0 1.8 -7.1 -1.01
O 0.755914 -0.214596 2.820531 -2.3 2.5 0.4 -0.10
O 2.117114 -1.678936 1.992091 0.6 -0.8 -0.8 -0.15
H 2.368044 -2.327166 3.828651 0.5 -0.6 0.5 0.12
O -3.243016 0.116464 1.183031 -1.5 0.4 0.2 0.19
C -2.701896 -0.586216 0.219421 -1.7 -0.2 0.9 -0.75
O -3.410796 -1.282296 -0.525119 1.2 0.2 -0.2 0.22
O -1.468256 -0.514106 0.267651 1.8 -1.3 -2.0 0.13
H -2.435786 0.435164 1.593391 0.3 0.8 1.2 0.13
O 0.072504 1.993554 -4.487179 -0.2 -0.4 -1.5 0.09
C 0.666444 1.650084 -3.357009 -0.1 1.5 4.8 -0.96
O 1.787904 1.150774 -3.389549 1.8 -1.5 -1.3 -0.07
O 0.119264 1.983804 -2.289099 -1.4 -0.1 1.4 -0.15
H 0.798114 1.530914 -4.912679 0.1 0.0 -2.5 0.08
```
Forces are in eV/Å.

Calculated values
Multiplicity: 2
E_HOMO (alpha / beta) (eV): -5.30 / -5.28
Charge: -1
Orbital gap (alpha / beta) (eV): 8.13 / 3.50
E_LUMO (alpha / beta) (eV): 2.836 / -1.786
⟨S²⟩: 0.76

[6]
A structure of composition C3H3AuO2 at a distorted geometry. Source: the Open Molecules 2025 dataset; level of theory: ωB97M-V/def2-TZVPD.

```
9
Properties=species:S:1:pos:R:3:forces:R:3:lowdin_charge:R:1
C 0.259893 -0.277586 0.787740 0.9 2.9 0.7 0.35
C -0.025409 -1.576397 0.718584 -1.0 -3.1 -0.9 0.36
H -0.269222 -2.141444 1.625696 0.3 -0.2 0.3 0.18
H 0.490781 0.349230 1.652482 -0.1 0.5 0.0 0.17
H -0.105518 -2.100543 -0.237727 -0.1 -0.3 0.0 0.17
O -0.365739 1.787454 -1.171190 7.1 -2.5 -0.8 -0.03
C 0.450404 0.935713 -0.940488 4.0 -2.7 -0.8 -0.29
O 1.457807 0.478182 -1.358985 -1.6 0.5 1.1 0.44
Au -1.892996 2.545391 -1.076111 -9.6 5.0 0.5 1.65
```
Forces are in eV/Å.

Calculated values
Multiplicity: 4
E_HOMO (alpha / beta) (eV): -26.30 / -27.87
Charge: +3
Relative energy (zero: lowest compared OMol25 entry of this formula, charge and spin) (kcal/mol): 20.23
Orbital gap (alpha / beta) (eV): 9.66 / 7.60
E_LUMO (alpha / beta) (eV): -16.646 / -20.266
⟨S²⟩: 3.78

no.,total energy (hartree)
1,-1340.35321
2,-1340.40524
3,-1395.81133
4,-412.62019
5,-1035.74740
6,-400.47308